{
  "formula": "C3H5NOS3",
  "method": "ωB97M-V/def2-TZVPD",
  "orbital_gap_ev": 8.75,
  "total_charge": 0,
  "de_lowest_ev": 3.1122,
  "smiles": "S/N=C1/OCSCS1",
  "symbols": ["C", "C", "C", "H", "H", "H", "H", "H", "N", "O", "S", "S", "S"],
  "positions_angstrom": [[-0.9956, -0.3433, 0.2492], [-0.0439, 1.7510, -0.3636], [1.6792, -0.3795, -1.0177], [-1.5136, -2.7642, 1.9232], [0.5914, 1.5791, 0.5901], [-0.2226, 2.7054, -0.6540], [2.2112, -1.0219, -1.8923], [2.2448, -0.2235, -0.0410], [-1.9621, -0.4222, 1.1219], [-1.0677, 0.9854, -0.1918], [-2.3675, -1.6305, 2.2854], [1.1915, 1.2030, -1.7816], [0.2546, -1.4388, -0.2277]]
}

{
  "formula": "C4H6N2O2",
  "method": "ωB97M-V/def2-TZVPD",
  "orbital_gap_ev": 9.95,
  "total_charge": 0,
  "de_lowest_ev": 4.5838,
  "smiles": "CC1=N[C@H]2ON[C@@H]1O2",
  "symbols": ["C", "C", "C", "C", "N", "N", "O", "O", "H", "H", "H", "H", "H", "H"],
  "positions_angstrom": [[0.7557, -1.3689, 0.8189], [0.2032, 0.6484, 0.8118], [-0.8482, -0.1606, -0.0296], [-1.6822, 0.3640, -1.1654], [-0.3048, -1.2935, -0.1565], [1.3270, 0.6658, -0.1095], [0.5491, -0.3852, 1.7117], [1.8487, -0.6453, -0.0081], [1.2118, -2.2783, 1.1602], [0.0772, 1.6552, 1.2338], [-2.7099, 0.3902, -1.2197], [-1.2888, -0.1057, -1.9633], [-1.3087, 1.3772, -1.3306], [2.1698, 1.1368, 0.2462]]
}

{
  "formula": "C19H27N3O2S",
  "method": "ωB97M-V/def2-TZVPD",
  "orbital_gap_ev": 8.71,
  "total_charge": 0,
  "de_lowest_ev": 2.0645,
  "smiles": "CCOC(=O)CCc1c(C)nc(SCCN2CCCC2)c(C#N)c1C",
  "symbols": ["C", "C", "H", "H", "O", "C", "O", "C", "H", "H", "C", "C", "C", "C", "C", "N", "C", "C", "H", "H", "H", "S", "C", "H", "H", "C", "N", "C", "H", "C", "H", "H", "C", "H", "H", "C", "H", "H", "H", "H", "H", "C", "N", "C", "H", "H", "H", "H", "H", "H", "H", "H"],
  "positions_angstrom": [[-7.8742, 0.2521, 1.1471], [-7.6297, 0.2696, -0.3547], [-8.0022, -0.6534, -0.8103], [-8.1033, 1.1350, -0.8223], [-6.2376, 0.4008, -0.6528], [-5.5021, -0.7139, -0.6459], [-5.9379, -1.8154, -0.4398], [-4.0462, -0.3946, -0.8940], [-3.9707, 0.4937, -1.5199], [-3.5811, -1.2392, -1.4019], [-3.3598, -0.1532, 0.4642], [-1.8967, 0.1329, 0.2775], [-1.4381, 1.4402, 0.0873], [-0.0676, 1.6439, -0.1078], [0.7855, 0.5237, -0.1081], [0.3340, -0.7008, 0.0734], [-0.9624, -0.9088, 0.2608], [-1.3422, -2.3404, 0.4733], [-2.1075, -2.6574, -0.2310], [-1.7284, -2.4838, 1.4817], [-0.4593, -2.9606, 0.3476], [2.5018, 0.7497, -0.3527], [3.0823, -0.9812, -0.2556], [3.1424, -1.2557, 0.7962], [2.3129, -1.5739, -0.7465], [4.4359, -1.1612, -0.9290], [5.5241, -0.8069, -0.0521], [6.8256, -1.2646, -0.5030], [6.8965, -2.3488, -0.3921], [7.7786, -0.5060, 0.4096], [8.8002, -0.4922, 0.0352], [7.7687, -0.9601, 1.4000], [7.1430, 0.8852, 0.4575], [7.5380, 1.5072, -0.3461], [7.3336, 1.3911, 1.4016], [5.6455, 0.6196, 0.2366], [5.0561, 0.8535, 1.1266], [5.2590, 1.2320, -0.5915], [7.0161, -1.0059, -1.5596], [4.4533, -0.5869, -1.8757], [4.5502, -2.2217, -1.1752], [0.4705, 2.9311, -0.3045], [0.9109, 3.9785, -0.4665], [-2.3639, 2.6162, 0.1095], [-3.1899, 2.4789, -0.5854], [-2.7822, 2.7437, 1.1083], [-1.8312, 3.5262, -0.1554], [-3.8485, 0.6849, 0.9623], [-3.4935, -1.0398, 1.0849], [-8.9418, 0.2096, 1.3415], [-7.4651, 1.1487, 1.6068], [-7.4015, -0.6213, 1.5899]]
}

{
  "formula": "C6H14Si2",
  "method": "ωB97M-V/def2-TZVPD",
  "orbital_gap_ev": [7.55, 7.55],
  "total_charge": 0,
  "de_lowest_ev": 5.6231,
  "symbols": ["C", "C", "C", "C", "C", "C", "Si", "Si", "H", "H", "H", "H", "H", "H", "H", "H", "H", "H", "H", "H", "H", "H"],
  "positions_angstrom": [[3.0333, 1.9150, -0.2636], [-1.9726, 2.2729, -0.2913], [1.9171, 1.1933, -0.4321], [-1.3841, 1.6320, 0.6625], [-0.6032, -1.9471, 1.8165], [-1.7191, -1.9380, -1.0485], [1.7180, -0.6704, -0.6173], [-0.4345, -1.0778, 0.0872], [2.9193, 2.9285, 0.1217], [3.9837, 1.4827, -0.1089], [-2.4060, 3.2902, -0.2541], [-2.2586, 1.7551, -1.1938], [0.9441, 1.7442, -0.1716], [-0.8500, 2.0431, 1.6688], [-1.1567, -1.1816, 2.3882], [-1.3112, -2.6979, 1.5328], [0.3751, -2.1457, 2.1471], [-2.4903, -1.5462, -1.6298], [-0.9930, -2.4163, -1.7707], [-2.1692, -2.7179, -0.4454], [1.8349, -0.7494, -2.0924], [3.0229, -1.1685, -0.1053]]
}